A 4-piece molecular cluster, C19H39N4O11 overall, computed with the ωB97M-V functional and the def2-TZVPD basis.

Values from the calculation:
HOMO level	-11.85	eV
charge	+1

Atoms and positions in Å:
C1 2.433772 -3.346659 -1.971055
C2 3.136410 -2.487332 -0.930927
O1 2.894825 -1.342086 -0.869871
O2 4.043098 -2.985724 -0.042863
C3 3.684518 -4.267797 0.517310
C4 4.088535 -4.398328 1.999393
C5 5.343640 -3.564430 2.409282
C6 5.009380 -2.531885 3.514056
C7 4.670993 -1.109698 3.000623
C8 4.513766 -0.114657 4.150082
C9 5.854732 0.222291 4.797229
N1 7.002500 0.260238 3.841415
C10 6.606101 0.187783 2.490220
N2 7.242714 1.020802 1.645221
N3 5.706151 -0.670810 2.016279
N4 5.127842 -0.291953 0.786804
H1 2.696052 -4.401914 -1.840916
H2 1.360475 -3.256147 -1.782009
H3 2.689611 -3.039174 -2.984224
H4 2.591399 -4.359468 0.474960
H5 4.108036 -5.065515 -0.103641
H6 3.229839 -4.157424 2.631387
H7 4.337457 -5.453394 2.150031
H8 6.051881 -4.268153 2.861589
H9 5.854518 -3.138853 1.541535
H10 5.849024 -2.455712 4.219664
H11 4.134326 -2.877066 4.074353
H12 3.691843 -1.151683 2.517951
H13 4.066967 0.831638 3.812276
H14 3.848027 -0.488111 4.933414
H15 6.082138 -0.461893 5.619928
H16 5.784838 1.207843 5.270301
H17 7.544042 -0.584528 4.040602
H18 8.248102 0.921650 1.602730
H19 6.751712 1.667465 1.050825
H20 5.664275 -0.610439 -0.009701
H21 4.891417 0.690267 0.737392
C11 0.698578 0.121678 -1.449806
O3 -0.124912 1.081933 -0.775131
C12 -0.291794 2.225260 -1.448152
O4 0.174166 2.482827 -2.527228
O5 -1.066314 3.025503 -0.714350
C13 -1.338192 4.295151 -1.313107
H22 0.759744 -0.752030 -0.815659
H23 0.250310 -0.164845 -2.402264
H24 1.697153 0.513619 -1.601442
H25 -1.869360 4.169884 -2.255280
H26 -0.415751 4.853436 -1.466546
H27 -1.972007 4.845853 -0.623176
C14 -7.057092 -0.606824 -1.785090
O6 -5.752490 -1.145133 -2.011418
C15 -4.770395 -0.467031 -1.417693
O7 -4.899331 0.519488 -0.739146
O8 -3.614280 -1.071648 -1.707525
C16 -2.466188 -0.446075 -1.132093
H28 -7.768714 -1.236033 -2.312948
H29 -7.301191 -0.622646 -0.723770
H30 -7.129220 0.405713 -2.179927
H31 -2.528879 -0.453379 -0.044689
H32 -2.361180 0.569536 -1.500259
H33 -1.598426 -1.022031 -1.435018
C17 -11.961786 3.584933 -3.187703
O9 -10.656594 3.048961 -3.412555
C18 -9.674635 3.728210 -2.816271
O10 -9.805633 4.711664 -2.135990
O11 -8.518160 3.124321 -3.106997
C19 -7.371015 3.749332 -2.530279
H34 -12.665378 2.949915 -3.719794
H35 -12.206396 3.569547 -2.126583
H36 -12.034576 4.597775 -3.581036
H37 -7.433945 3.739841 -1.442982
H38 -7.263336 4.768775 -2.898501
H39 -6.497737 3.175376 -2.831238

Atoms 1-3, force components in eV/Å:
0.448 -1.098 0.929
0.050 -1.432 -0.444
0.056 2.506 -0.076

A 11-piece molecular cluster, C57H146N10O18 overall, computed with the ωB97M-V functional and the def2-TZVPD basis.

Values from the calculation:
HOMO level	-8.53	eV
charge	0
SMILES	COC[C@H](C)N.COC[C@H](C)N.COC[C@H](C)N.COCCNCCOC.COCCNCCOC.COCCNCCOC.COCCNCCOC.COCCNCCOC.COCCNCCOC.COCCNCCOC.CC(C)O

Atoms and positions in Å:
C1 -0.011119 -0.750172 1.422534
C2 -0.379524 -1.460592 0.114520
C3 -0.707962 -0.488744 -0.966171
O1 0.598350 -2.375334 -0.279080
H1 0.868815 -0.110398 1.355457
H2 0.082493 -1.445729 2.256515
H3 -0.817993 -0.099796 1.760299
H4 -1.253713 -2.039082 0.413247
H5 -1.285853 -0.984504 -1.746151
H6 0.154527 -0.047885 -1.466031
H7 -1.344338 0.266885 -0.505573
H8 0.788826 -3.009482 0.416025
C4 9.024079 -8.044101 -9.618436
O2 8.809780 -7.256634 -8.454317
C5 9.762585 -6.138630 -8.354181
C6 9.419774 -5.196216 -7.228812
N1 8.141464 -4.563196 -7.275629
C7 7.979714 -3.631620 -6.210443
C8 6.484452 -3.312841 -6.222507
O3 6.313074 -2.434538 -5.091204
C9 5.000318 -2.619932 -4.650191
H9 8.774751 -9.089411 -9.436031
H10 10.070473 -8.142594 -9.907330
H11 8.320109 -7.636816 -10.344127
H12 9.796925 -5.549411 -9.270557
H13 10.711757 -6.640283 -8.165704
H14 10.256065 -4.500647 -7.158756
H15 9.410715 -5.777210 -6.306605
H16 7.587435 -5.335124 -6.933178
H17 8.614668 -2.752873 -6.323326
H18 8.326002 -3.970084 -5.233906
H19 5.884127 -4.216417 -6.116387
H20 6.137029 -2.838060 -7.140109
H21 4.907155 -3.643808 -4.288105
H22 4.201353 -2.616530 -5.391639
H23 4.779719 -1.873728 -3.886907
C10 -14.257174 -0.341942 0.658603
O4 -14.198668 -0.024206 2.053424
C11 -12.910805 0.068365 2.613122
C12 -12.517308 -1.197033 3.495008
N2 -11.147250 -1.162162 3.969270
C13 -10.136965 -1.489081 2.935554
C14 -8.687570 -1.349313 3.409453
O5 -7.725977 -1.803054 2.512781
C15 -7.441231 -0.917225 1.452882
H24 -13.891236 0.453738 0.009697
H25 -15.299123 -0.558150 0.422619
H26 -13.741557 -1.240679 0.320199
H27 -12.778431 0.899164 3.306201
H28 -12.236916 0.256202 1.777243
H29 -12.657519 -2.079630 2.870943
H30 -13.200300 -1.194067 4.344493
H31 -10.855074 -0.306177 4.418749
H32 -10.271235 -0.840912 2.069552
H33 -10.373218 -2.472887 2.530086
H34 -8.567671 -1.950542 4.310706
H35 -8.449929 -0.369639 3.824022
H36 -7.077893 0.026610 1.859398
H37 -8.298844 -0.775770 0.795167
H38 -6.655493 -1.221786 0.761533
C16 7.394861 2.575928 -1.331204
O6 8.679471 2.150388 -1.801352
C17 9.390347 3.144663 -2.507873
C18 10.722650 2.524132 -2.896308
N3 11.633569 3.379585 -3.576781
C19 12.964568 2.825512 -3.544373
C20 14.023928 3.471992 -4.440885
O7 13.555501 3.720637 -5.753625
C21 14.438847 4.465500 -6.510155
H39 6.970856 1.708031 -0.826169
H40 6.786610 3.066212 -2.091300
H41 7.523701 3.272067 -0.502416
H42 9.432979 4.071531 -1.935869
H43 8.861632 3.376250 -3.432501
H44 10.521885 1.650653 -3.516660
H45 11.257898 2.100729 -2.046397
H46 11.301289 3.539714 -4.517014
H47 12.893055 1.799101 -3.904194
H48 13.310363 2.642271 -2.527040
H49 14.802077 2.725700 -4.601027
H50 14.417470 4.316839 -3.875673
H51 15.416299 3.983216 -6.519717
H52 14.603003 5.478263 -6.142080
H53 14.141860 4.553459 -7.555228
C22 -2.312845 5.690233 4.319100
O8 -3.539823 5.211233 3.729137
C23 -3.628645 5.610056 2.347484
C24 -4.078147 7.050280 2.178027
N4 -5.313648 7.274208 2.850204
C25 -5.409876 8.718753 3.028647
C26 -6.685443 9.095109 3.897894
O9 -6.346653 9.057418 5.248226
C27 -7.378690 9.637726 6.011386
H54 -1.477213 5.758217 3.622529
H55 -2.089589 5.110610 5.214799
H56 -2.400435 6.716043 4.677082
H57 -4.271000 4.936989 1.779614
H58 -2.706789 5.348960 1.827773
H59 -4.180902 7.225270 1.107093
H60 -3.311224 7.769177 2.466332
H61 -5.218940 6.816748 3.745681
H62 -5.351710 9.298826 2.107650
H63 -4.565554 9.051828 3.632199
H64 -7.474962 8.376441 3.678151
H65 -6.940634 10.080684 3.508531
H66 -7.604566 10.683242 5.801657
H67 -7.112308 9.676376 7.067629
H68 -8.325423 9.105213 5.920651
C28 4.272960 -13.699560 2.925228
O10 5.052611 -12.472087 3.085792
C29 5.069855 -11.694245 1.894479
C30 5.370367 -10.222676 2.073775
N5 4.247093 -9.387441 2.523634
C31 4.469883 -7.936411 2.390830
C32 3.451958 -7.079250 3.136909
O11 2.190777 -6.919043 2.504240
C33 1.089278 -7.685414 3.037736
H69 4.370277 -14.218710 3.878699
H70 4.646484 -14.369926 2.151159
H71 3.263807 -13.323620 2.756746
H72 4.171689 -11.909047 1.315464
H73 5.847016 -12.058365 1.222516
H74 5.621612 -9.739457 1.129593
H75 6.247025 -10.008073 2.684927
H76 3.975275 -9.616328 3.469060
H77 4.279564 -7.652252 1.355876
H78 5.486931 -7.608038 2.605036
H79 3.880507 -6.078080 3.091029
H80 3.241887 -7.414514 4.152578
H81 1.177667 -8.757398 2.861259
H82 0.254002 -7.418353 2.390369
H83 0.936366 -7.499033 4.100743
C34 -3.390803 -0.973875 8.733062
O12 -4.174038 -0.615157 9.905005
C35 -3.528455 0.539299 10.478635
C36 -4.499019 0.947323 11.567773
N6 -4.577962 -0.084621 12.603016
C37 -5.601241 0.267298 13.631150
C38 -5.174324 -0.228972 15.000259
O13 -4.032767 0.528922 15.408389
C39 -3.611559 0.397914 16.751509
H84 -3.144352 -0.153841 8.058595
H85 -3.956989 -1.631711 8.073688
H86 -2.501355 -1.519693 9.047795
H87 -3.429201 1.352256 9.759368
H88 -2.549076 0.256117 10.864292
H89 -5.504295 1.091009 11.171715
H90 -4.182513 1.928056 11.922826
H91 -4.854963 -0.956476 12.174950
H92 -6.580612 -0.148461 13.394358
H93 -5.768772 1.340135 13.726300
H94 -5.011890 -1.304266 14.926619
H95 -6.040899 -0.060726 15.639681
H96 -4.463272 0.590177 17.403972
H97 -2.718196 0.893573 17.131394
H98 -3.296843 -0.627456 16.945633
C40 -8.615755 -0.829432 -4.393633
O14 -7.834742 -1.749879 -5.073989
C41 -8.073523 -1.686555 -6.414178
C42 -7.505975 -2.977370 -7.051190
N7 -6.066798 -3.073263 -7.037624
C43 -5.646951 -4.493580 -7.215348
C44 -4.171860 -4.484966 -6.866099
O15 -3.968813 -4.064912 -5.520541
C45 -2.603318 -4.023638 -5.190761
H99 -9.608652 -1.241211 -4.212798
H100 -8.667021 0.194879 -4.762783
H101 -8.248783 -0.780113 -3.368457
H102 -7.611013 -0.813362 -6.874300
H103 -9.150201 -1.690564 -6.584037
H104 -7.798371 -2.937735 -8.100492
H105 -7.960507 -3.847552 -6.577586
H106 -5.707839 -2.852315 -6.119785
H107 -5.606499 -4.771263 -8.268609
H108 -6.224336 -5.192132 -6.609752
H109 -3.614123 -3.826775 -7.532277
H110 -3.861792 -5.519971 -7.010052
H111 -2.501015 -4.159475 -4.114114
H112 -2.152851 -3.104076 -5.564363
H113 -2.026076 -4.884910 -5.527074
C46 -0.929759 0.849047 -8.048798
C47 -0.471741 2.308713 -8.287727
C48 0.690340 3.002876 -7.459857
O16 1.819690 2.108292 -7.392217
C49 3.055751 2.717843 -6.874921
N8 -0.289870 2.346326 -9.730319
H114 -0.089221 0.190940 -8.268987
H115 -1.849501 0.536362 -8.543190
H116 -1.125557 0.752702 -6.980865
H117 -1.310683 2.979405 -8.102085
H118 0.273448 3.149827 -6.463511
H119 1.013114 3.970607 -7.843785
H120 3.798877 1.934746 -6.724537
H121 2.798978 3.099620 -5.886787
H122 3.436009 3.483117 -7.551573
H123 0.597293 1.878672 -9.850050
H124 -0.095023 3.300362 -9.998583
C50 -4.228123 9.265105 -5.494761
C51 -4.974634 8.364804 -4.553245
C52 -4.113651 7.007255 -4.425700
O17 -4.875528 5.990523 -3.795330
C53 -4.403814 4.577550 -3.881777
N9 -5.288396 9.084821 -3.315990
H125 -3.239689 9.483526 -5.090536
H126 -4.669678 10.257972 -5.580474
H127 -4.032046 8.836675 -6.477657
H128 -5.952252 8.202735 -5.007223
H129 -3.213421 7.187572 -3.838177
H130 -3.860882 6.635794 -5.418786
H131 -4.593038 4.146055 -4.864685
H132 -4.988407 4.050633 -3.127651
H133 -3.342329 4.532973 -3.638135
H134 -5.721584 8.463550 -2.647802
H135 -5.926163 9.828228 -3.562340
C54 9.383908 2.867929 4.547834
C55 8.884058 2.622937 5.947167
C56 7.983695 1.372631 6.183604
O18 6.715637 1.597341 5.663882
C57 6.236993 0.395965 5.022186
N10 10.043103 2.674989 6.821292
H136 8.677383 2.759157 3.724975
H137 10.162758 2.124151 4.379689
H138 9.724620 3.902726 4.512910
H139 8.304903 3.508512 6.208773
H140 8.023407 1.185340 7.256656
H141 8.483842 0.513008 5.737510
H142 6.662275 0.220136 4.034087
H143 5.156015 0.522266 4.961857
H144 6.368235 -0.506426 5.619324
H145 10.487419 3.572146 6.687903
H146 10.660213 1.966328 6.451053

Atoms 1-3, force components in eV/Å:
-0.091 0.378 0.288
-0.114 -0.073 2.071
-0.552 -0.163 -0.640

C5H13NO2 in the gas phase, computed with the ωB97M-V functional and the def2-TZVPD basis.

Values from the calculation:
HOMO level	-8.83	eV
charge	0
SMILES	C[C@@H](CCO)NCO

Atoms and positions in Å:
C1 -0.470678 1.538767 -1.503335
C2 -0.078741 0.631890 -0.372676
C3 -1.342355 0.039841 0.275498
C4 -1.091085 -0.365197 1.708169
O1 -1.900042 -1.487253 2.107349
N1 0.768563 -0.430855 -0.883301
C5 1.913828 -0.971418 -0.204379
O2 2.716311 0.000037 0.454823
H1 -1.156795 2.343620 -1.228170
H2 0.357452 2.014757 -2.042872
H3 -1.035043 0.998166 -2.262478
H4 0.460984 1.153839 0.421184
H5 -1.589680 -0.839698 -0.306098
H6 -2.155748 0.766853 0.218923
H7 -0.045374 -0.570798 1.963845
H8 -1.452970 0.377919 2.423726
H9 -1.623642 -2.263237 1.595876
H10 0.781436 -0.570896 -1.875901
H11 2.497714 -1.490991 -0.960063
H12 1.621459 -1.636921 0.594893
H13 2.824406 0.761574 -0.125012

Atoms 1-3, force components in eV/Å:
-0.242 0.926 -0.918
-0.268 -0.484 0.294
0.525 0.475 -0.045

Results for calculated total energy: -1793.74490; -4160.58140; -403.51094 (in hartree, following the order of the records).